105
Properties=species:S:1:pos:R:3:mulliken_charge:R:1 method="wB97M-V/def2-TZVPD" orbital_gap_ev="6.69 / 6.70" charge=+1 spin_multiplicity=2 s_squared=0.7529 fmax_ev_per_a=0.87
Ir -1.449 0.862 -0.358 3.60
C -1.428 -1.664 5.367 -1.15
Si -1.313 -2.317 3.613 0.23
C -2.989 -2.812 2.984 -0.66
C -0.130 -3.745 3.561 -0.96
N -0.824 -0.889 2.632 0.84
P 0.498 -0.494 1.777 -0.37
C 0.225 0.012 0.094 0.19
P 0.586 -0.626 -1.527 -0.14
N -0.905 -0.301 -2.053 -0.65
Si -1.472 0.252 -3.614 0.41
C -0.292 -0.185 -4.999 -1.19
C -3.130 -0.495 -4.016 -1.04
C -1.641 2.127 -3.564 -0.63
C 1.286 -2.181 -2.097 1.02
C 2.635 -2.475 -1.918 -0.45
C 3.154 -3.662 -2.411 -0.84
C 2.336 -4.538 -3.111 -0.79
C 0.995 -4.235 -3.310 -0.64
C 0.466 -3.067 -2.789 -0.58
C 1.809 0.577 -2.205 0.88
C 2.553 0.266 -3.345 -0.80
C 3.395 1.200 -3.931 -0.89
C 3.521 2.466 -3.383 -1.06
C 2.793 2.790 -2.247 -0.68
C 1.942 1.861 -1.667 -0.14
C 1.159 1.052 2.495 0.51
C 2.314 1.593 1.930 -0.80
C 2.916 2.707 2.495 -0.83
C 2.348 3.311 3.614 -1.02
C 1.194 2.780 4.176 -0.61
C 0.613 1.643 3.627 -0.11
C 1.859 -1.610 2.169 0.38
C 2.316 -2.608 1.319 -0.54
C 3.394 -3.397 1.693 -1.00
C 4.004 -3.209 2.924 -0.75
C 3.542 -2.221 3.784 -0.67
C 2.483 -1.416 3.406 -0.58
H -2.124 -2.266 5.953 0.40
H -1.784 -0.631 5.402 0.32
H -0.457 -1.702 5.866 0.30
H -3.476 -3.491 3.688 0.46
H -2.872 -3.320 2.026 0.08
H -3.650 -1.958 2.830 0.19
H -0.635 -4.574 4.066 0.52
H 0.800 -3.555 4.094 0.28
H 0.085 -4.047 2.539 0.21
H 0.121 -1.191 -4.910 0.28
H 0.535 0.521 -5.064 0.30
H -0.839 -0.141 -5.944 0.50
H -3.097 -1.585 -3.991 0.29
H -3.403 -0.198 -5.032 0.49
H -3.924 -0.168 -3.344 0.18
H -0.657 2.596 -3.649 0.26
H -2.084 2.458 -2.620 -0.40
H -2.271 2.498 -4.376 0.51
H 3.286 -1.781 -1.399 0.64
H 4.200 -3.895 -2.261 0.51
H 2.745 -5.459 -3.505 0.41
H 0.356 -4.921 -3.848 0.45
H -0.589 -2.851 -2.889 0.25
H 2.470 -0.710 -3.801 0.53
H 3.955 0.931 -4.816 0.48
H 4.186 3.191 -3.833 0.44
H 2.905 3.770 -1.801 0.40
H 1.387 2.124 -0.777 0.05
H 2.767 1.120 1.066 0.59
H 3.834 3.095 2.074 0.51
H 2.817 4.180 4.057 0.40
H 0.759 3.236 5.055 0.45
H -0.265 1.208 4.087 0.23
H 1.778 -2.819 0.409 0.76
H 3.737 -4.178 1.027 0.52
H 4.835 -3.836 3.219 0.42
H 4.009 -2.076 4.749 0.44
H 2.141 -0.641 4.080 0.37
S -1.733 2.632 1.133 -0.34
C -0.636 3.785 0.429 -0.25
N -0.838 4.438 -0.705 0.05
C 0.220 5.410 -0.987 -0.62
C 1.105 5.302 0.278 -0.54
N 0.490 4.183 0.997 0.08
H -1.658 4.292 -1.268 0.30
H -0.201 6.405 -1.115 0.40
H 0.763 5.134 -1.890 0.31
H 1.085 6.205 0.886 0.42
H 2.139 5.073 0.026 0.29
H 0.740 3.879 1.927 0.19
C -4.981 1.840 -1.279 -0.48
O -4.675 0.460 -1.075 -0.27
P -3.521 0.040 -0.053 -0.16
O -4.294 0.348 1.337 -0.34
C -3.821 0.654 2.574 -0.78
O -3.641 -1.515 -0.033 -0.01
C -3.488 -2.366 -1.187 -0.58
H -5.651 1.894 -2.133 0.28
H -4.075 2.411 -1.500 0.09
H -5.470 2.254 -0.398 0.31
H -4.458 0.318 3.376 0.39
H -3.160 1.499 2.689 0.50
H -1.574 -0.205 2.552 -0.13
H -3.521 -3.381 -0.808 0.34
H -2.519 -2.187 -1.645 0.03
H -4.312 -2.178 -1.874 0.31
Cl -0.657 -2.905 0.197 -0.32

***

99
Properties=species:S:1:pos:R:3:mulliken_charge:R:1 method="wB97M-V/def2-TZVPD" orbital_gap_ev=3.90 charge=+1 fmax_ev_per_a=15.72
C -2.031 2.639 0.047 -0.99
C -1.978 1.276 -0.589 1.24
C -1.061 1.170 -1.931 -0.92
C 0.449 1.116 -1.600 -2.04
C 0.787 -0.030 -0.667 -0.14
C 0.052 0.097 0.640 1.41
N -1.406 0.329 0.471 1.20
O -2.228 -0.193 1.326 -0.32
C 0.686 1.179 1.521 -1.03
C 0.166 -1.269 1.448 -1.62
C -3.355 0.821 -0.984 -1.25
H -1.000 3.065 0.367 0.17
H -2.542 2.644 1.163 0.25
H -2.627 3.366 -0.610 0.26
H -1.060 1.890 -2.767 0.53
H -1.184 0.189 -2.534 -0.12
H 0.649 2.158 -1.382 0.15
H 0.869 0.963 -2.384 1.73
H 1.795 -0.023 -0.569 0.10
H 0.586 -1.092 -1.131 0.07
H 1.730 1.258 1.895 -0.26
H 0.174 1.169 2.536 0.42
H 0.659 2.169 0.983 0.06
H 1.226 -1.516 1.610 0.14
H -0.299 -2.189 1.086 0.61
H -0.392 -1.213 2.449 0.48
H -3.282 -0.298 -1.205 0.00
H -3.663 1.491 -1.821 0.41
H -3.922 0.930 -0.088 0.38
N -1.273 -4.765 -4.498 0.11
C -2.452 -4.098 -4.148 -0.60
C -2.132 -2.694 -3.690 -0.23
C -0.616 -2.668 -3.770 0.18
C -0.181 -3.939 -4.351 -0.76
H -1.214 -5.546 -4.905 0.03
H -3.396 -4.643 -4.302 0.35
H -2.895 -1.768 -3.398 0.15
H 0.068 -1.813 -3.561 0.37
H 0.815 -4.301 -4.590 0.39
N 3.935 5.664 -0.238 -0.09
C 3.094 4.719 0.473 -1.00
C 3.148 3.408 -0.290 -0.10
C 4.081 3.699 -1.520 -1.18
C 4.482 5.286 -1.450 -0.47
H 4.160 6.664 0.128 0.28
H 2.764 5.053 1.362 0.51
H 2.698 2.529 -0.110 0.73
H 4.474 3.128 -2.115 0.83
H 5.167 5.884 -2.009 0.39
N 5.580 -1.402 2.565 -0.03
C 4.454 -1.572 3.385 -0.53
C 3.731 -0.290 3.414 -0.10
C 4.620 0.629 2.657 -0.14
C 5.832 -0.170 2.263 -0.77
H 6.289 -2.057 2.270 0.23
H 4.337 -2.590 3.876 0.29
H 2.770 -0.020 3.987 0.41
H 4.333 1.743 2.274 0.23
H 6.645 0.095 1.590 0.44
N 2.347 -4.502 5.474 0.03
C 1.525 -3.705 4.687 -0.58
C 1.853 -4.105 3.174 0.11
C 2.713 -5.277 3.398 -0.75
C 3.112 -5.441 4.855 -0.27
H 2.261 -4.553 6.446 0.19
H 0.917 -2.771 5.144 0.24
H 1.434 -3.758 2.235 0.39
H 3.276 -5.811 2.679 0.38
H 3.699 -6.348 5.413 0.30
N -6.152 4.298 -2.434 -0.05
C -5.186 5.302 -2.247 -0.39
C -4.871 5.236 -0.749 -0.71
C -5.502 3.957 -0.223 -0.22
C -6.255 3.326 -1.425 -0.28
H -6.546 4.127 -3.238 0.12
H -4.885 5.763 -3.191 0.38
H -4.126 5.843 -0.171 0.36
H -5.399 3.383 0.721 0.41
H -6.824 2.422 -1.640 0.41
N -6.011 -0.258 1.619 0.13
C -6.769 0.280 0.564 -0.37
C -6.588 -0.684 -0.568 -0.58
C -5.455 -1.495 -0.190 -0.73
C -5.301 -1.257 1.239 -0.59
H -6.112 0.160 2.473 0.15
H -7.520 1.230 0.745 0.30
H -6.989 -0.664 -1.682 0.30
H -4.746 -2.066 -0.605 0.91
H -4.855 -1.846 2.001 0.56
N 4.206 -1.590 -0.188 0.14
C 4.688 -0.535 -1.081 -0.06
C 4.379 -1.062 -2.454 -0.69
C 3.719 -2.436 -2.257 -0.46
C 3.585 -2.715 -0.743 -0.24
H 4.584 -1.407 0.808 0.19
H 5.390 0.319 -0.640 0.26
H 4.852 -0.657 -3.487 0.30
H 3.150 -3.236 -2.907 0.27
H 3.286 -3.730 -0.138 0.26

***

101
Properties=species:S:1:pos:R:3:mulliken_charge:R:1 method="wB97M-V/def2-TZVPD" orbital_gap_ev=6.26 charge=-1 fmax_ev_per_a=3.43
Sn -1.493 2.835 0.059 -0.23
S 0.399 2.972 1.876 -0.08
C -0.115 4.510 2.612 0.40
C 0.553 5.638 2.167 -0.68
C 0.309 6.844 2.695 -0.30
C -0.578 7.033 3.758 -0.86
C -1.282 5.871 4.175 -0.19
C -1.041 4.635 3.649 -0.42
S -2.084 3.292 4.301 -0.04
C -1.026 2.613 5.631 -0.67
C 0.024 1.691 5.069 0.30
C 1.440 2.055 5.156 -0.56
C 2.321 1.216 4.472 -0.56
C 1.766 0.105 3.877 -0.18
C 0.413 -0.071 3.756 -0.08
C -0.072 -1.076 2.808 -0.70
S -0.078 -0.252 1.202 1.07
C -1.131 -1.160 0.146 1.32
C -1.327 -2.522 0.369 -1.03
C -2.002 -3.260 -0.608 -1.12
C -2.461 -2.644 -1.822 -1.13
C -2.282 -1.268 -2.016 -0.89
C -1.582 -0.540 -1.024 0.15
S -0.881 1.018 -1.612 -0.13
N -0.438 0.675 4.394 -0.23
H 1.419 5.621 1.476 0.35
H 0.935 7.664 2.263 0.28
H -0.836 7.996 4.180 0.38
H -2.014 5.980 4.940 0.50
H -1.631 2.015 6.316 0.46
H -0.582 3.534 6.130 0.32
H 1.822 2.920 5.743 0.26
H 3.380 1.254 4.434 0.52
H 2.477 -0.584 3.422 0.36
H -1.093 -1.474 3.007 0.41
H 0.645 -1.901 2.682 0.45
H -0.954 -2.968 1.275 0.48
H -2.158 -4.260 -0.431 0.67
H -2.988 -3.332 -2.401 0.61
H -2.517 -0.689 -2.971 0.24
C -6.854 -1.923 -2.722 -1.59
C -6.190 -1.081 -1.670 1.17
C -5.643 -1.691 -0.572 -1.18
C -4.933 -0.934 0.396 1.08
C -4.524 -1.658 1.670 -1.83
C -4.631 0.461 0.131 -0.41
Te -3.386 1.477 1.596 -0.03
C -5.181 1.007 -1.010 2.01
C -5.139 2.459 -1.211 -1.84
C -6.017 0.263 -1.899 -1.13
H -6.305 -2.873 -2.817 0.37
H -6.850 -1.502 -3.737 0.37
H -7.961 -2.193 -2.515 0.25
H -5.864 -2.752 -0.375 0.20
H -4.854 -1.164 2.581 0.35
H -3.384 -1.742 1.633 0.33
H -5.003 -2.621 1.645 0.45
H -4.445 2.730 -2.003 0.29
H -4.771 3.004 -0.304 0.30
H -6.092 2.882 -1.559 0.40
H -6.397 0.702 -2.850 0.25
C 5.559 0.691 -1.292 -1.35
Si 3.674 0.674 -0.896 0.56
C 3.012 1.921 -2.090 -0.94
C 3.543 1.176 0.906 -0.58
Sb 2.107 -1.265 -1.424 -0.43
Si 3.149 -3.513 -0.832 0.44
C 4.748 -4.128 -1.701 -0.97
C 3.617 -3.185 0.931 -0.86
C 1.796 -4.867 -0.865 -0.88
Si 2.377 -1.302 -3.974 0.49
C 1.426 0.147 -4.777 -0.88
C 1.607 -2.942 -4.593 -0.99
C 4.304 -1.251 -4.441 -0.88
H 5.888 1.622 -0.959 0.43
H 5.805 0.606 -2.370 0.34
H 6.004 -0.162 -0.861 0.33
H 3.501 2.911 -1.815 0.37
H 1.937 2.126 -2.039 0.23
H 3.337 1.636 -3.099 0.23
H 4.156 0.599 1.494 0.48
H 2.539 1.128 1.377 -0.18
H 3.914 2.241 1.030 0.32
H 5.551 -3.349 -1.630 0.24
H 4.408 -4.296 -2.725 0.22
H 5.083 -5.129 -1.282 0.35
H 4.285 -2.308 0.944 0.22
H 4.285 -3.966 1.317 0.46
H 2.768 -2.901 1.619 0.00
H 1.656 -5.001 -1.935 0.22
H 0.881 -4.501 -0.429 0.14
H 2.100 -5.830 -0.471 0.40
H 0.325 0.059 -4.742 0.23
H 1.762 0.231 -5.827 0.37
H 1.900 0.942 -4.249 0.19
H 0.547 -3.050 -4.240 0.22
H 2.134 -3.843 -4.159 0.18
H 1.623 -2.941 -5.698 0.37
H 4.833 -0.452 -3.961 0.14
H 4.350 -1.104 -5.574 0.34
H 4.676 -2.260 -4.231 0.21

***

145
Properties=species:S:1:pos:R:3:mulliken_charge:R:1 method="wB97M-V/def2-TZVPD" orbital_gap_ev=4.81 charge=-1 fmax_ev_per_a=3.75
C -1.762 5.700 -1.783 -0.82
C -1.468 4.830 -2.989 0.76
O -0.378 4.356 -3.077 -0.54
O -2.369 4.597 -3.988 -0.43
C -3.434 3.632 -3.698 0.71
C -2.859 2.211 -3.639 -0.03
C -3.063 1.439 -4.950 -0.97
C -4.477 0.865 -5.145 -0.41
C -4.738 -0.320 -4.191 0.52
C -3.931 -1.587 -4.577 -1.42
In -3.098 -2.412 -2.643 1.04
C -2.513 -4.553 -2.953 -1.40
C -1.003 -4.771 -3.280 0.10
C -0.202 -4.686 -1.971 0.55
C 0.976 -5.655 -1.840 -1.06
C 2.022 -5.654 -2.973 -0.14
C 2.956 -6.850 -2.657 -0.52
O 4.358 -6.623 -2.851 -0.39
C 4.985 -6.036 -1.800 0.58
C 4.781 -6.436 -0.357 -0.54
O 5.774 -5.169 -2.039 -0.58
C -1.415 -1.065 -2.022 -0.74
C -1.254 -0.875 -0.494 -0.85
C -1.349 -2.192 0.299 0.57
S -2.667 -2.056 1.561 -0.07
C -2.803 -3.735 2.165 -0.27
S -3.090 -5.005 1.213 -0.12
N -2.620 -3.872 3.582 0.25
C -3.561 -3.435 4.421 -0.53
C -3.015 -3.705 5.654 -0.10
N -1.809 -4.272 5.500 -0.61
C -1.558 -4.378 4.231 0.01
P -5.036 -2.204 -0.936 -0.07
O -6.493 -2.498 -1.785 -0.46
Br -5.136 -0.045 -0.163 -0.24
H -2.782 6.048 -1.759 0.25
H -1.102 6.568 -1.826 0.33
H -1.486 5.124 -0.904 0.20
H -4.036 3.885 -2.796 -1.00
H -4.119 3.693 -4.546 0.43
H -1.786 2.233 -3.440 0.47
H -3.296 1.705 -2.771 0.06
H -2.839 2.088 -5.801 0.35
H -2.385 0.583 -4.923 0.32
H -5.252 1.616 -4.927 -0.20
H -4.624 0.572 -6.189 0.44
H -4.456 0.037 -3.192 -0.51
H -5.810 -0.520 -4.157 0.38
H -3.085 -1.354 -5.226 0.40
H -4.626 -2.311 -5.005 0.44
H -2.813 -5.114 -2.058 0.20
H -3.120 -4.962 -3.770 0.48
H -0.945 -5.760 -3.747 -0.22
H -0.694 -4.003 -3.994 0.22
H -0.892 -4.945 -1.161 -0.17
H 0.077 -3.643 -1.800 0.04
H 0.580 -6.664 -1.690 0.34
H 1.501 -5.365 -0.918 0.35
H 2.549 -4.708 -3.099 0.33
H 1.489 -5.841 -3.909 0.24
H 2.683 -7.665 -3.329 0.10
H 2.699 -7.186 -1.655 0.35
H 3.887 -7.030 -0.175 0.33
H 5.627 -7.034 0.007 0.10
H 4.690 -5.524 0.226 0.24
H -0.483 -1.458 -2.437 0.46
H -1.639 -0.081 -2.441 -0.08
H -0.244 -0.483 -0.309 0.25
H -1.938 -0.112 -0.117 0.41
H -0.411 -2.422 0.808 0.63
H -1.605 -3.049 -0.322 -0.94
H -4.508 -2.978 4.207 0.42
H -3.454 -3.480 6.625 0.28
H -0.686 -4.763 3.742 0.41
H -6.990 -1.673 -1.739 0.19
C -3.755 -3.195 10.453 -0.38
Br -3.312 -4.662 11.627 -0.03
Br -3.134 -1.507 11.156 -0.02
Br -3.120 -3.493 8.656 0.12
H -4.834 -3.142 10.406 0.34
C -1.454 -9.398 -4.174 -0.37
Br -2.605 -8.187 -3.216 0.05
Br 0.093 -8.499 -4.897 -0.04
Br -0.950 -10.917 -3.093 -0.05
H -2.017 -9.780 -5.013 0.39
C 7.430 4.741 -4.802 -0.31
Br 6.907 3.616 -3.323 0.03
Br 8.362 6.322 -4.199 -0.06
Br 8.470 3.772 -6.104 0.02
H 6.524 5.074 -5.288 0.33
C 8.643 2.896 0.169 -0.31
Br 8.908 4.767 -0.204 0.11
Br 6.786 2.457 0.408 0.01
Br 9.399 1.767 -1.197 0.01
H 9.160 2.688 1.093 0.16
C -6.653 3.312 9.821 -0.40
Br -6.998 5.154 9.381 0.04
Br -8.174 2.471 10.655 -0.03
Br -6.042 2.327 8.282 0.00
H -5.852 3.308 10.546 0.36
C -5.921 6.827 5.389 -0.29
Br -4.530 6.259 6.601 -0.01
Br -6.709 5.338 4.445 0.01
Br -7.259 7.909 6.273 -0.04
H -5.451 7.454 4.645 0.35
C 10.703 -1.839 0.273 0.16
Br 11.092 -1.934 2.156 -0.03
Br 12.234 -2.349 -0.785 -0.02
Br 9.142 -2.862 -0.196 0.05
H 10.493 -0.805 0.036 -0.16
C -5.248 4.502 0.720 -0.30
Br -3.646 3.587 1.280 -0.02
Br -5.247 4.866 -1.178 -0.12
Br -6.826 3.575 1.312 -0.06
H -5.256 5.464 1.214 0.35
C 10.505 5.695 3.779 -0.38
Br 9.480 4.114 3.371 0.03
Br 12.147 5.760 2.769 -0.01
Br 9.455 7.293 3.542 0.06
H 10.775 5.639 4.823 0.33
C 7.255 -5.126 2.800 -0.20
Br 6.630 -6.906 2.387 -0.01
Br 6.497 -4.433 4.431 0.00
Br 9.185 -5.084 2.862 0.00
H 6.919 -4.481 1.998 0.23
C 7.200 -0.253 -7.665 -0.28
Br 6.031 1.250 -7.369 -0.01
Br 9.057 0.279 -7.691 -0.05
Br 6.882 -1.666 -6.393 0.01
H 6.970 -0.647 -8.644 0.33
C 6.595 10.621 2.295 -0.34
Br 6.286 9.661 3.939 -0.02
Br 7.659 12.203 2.583 -0.01
Br 7.360 9.481 0.941 0.01
H 5.631 10.947 1.931 0.34
C -4.748 9.775 9.326 -0.31
Br -5.701 8.123 9.623 0.02
Br -4.479 10.132 7.448 -0.03
Br -5.595 11.261 10.220 -0.03
H -3.768 9.658 9.766 0.35
C -9.287 1.525 -4.290 -0.36
Br -8.240 0.792 -2.847 0.07
Br -8.221 2.619 -5.467 -0.04
Br -10.231 0.148 -5.258 -0.04
H -10.032 2.169 -3.847 0.36